<A>
Here is a cluster of 4 separate species, C4H13NO3 in total from the Open Molecules 2025 dataset. Energies are from wB97M-V/def2-TZVPD.

Properties
Lowest unoccupied orbital energy, eV: -4.77
HOMO, hartree: -0.34994
Frontier orbital gap, Ha: 0.1746

```
! wB97M-V def2-TZVPD RIJCOSX def2/J DEFGRID3
* xyz 0 1
C 0.58 -2.85 0.36
O 0.35 -0.55 -2.18
C -0.26 -1.95 0.92
C -0.05 -0.50 0.80
C -1.22 0.11 -0.01
O -1.50 1.44 0.20
N 0.93 1.91 -1.09
H 0.61 -3.92 0.53
H 1.15 -2.40 -0.46
H 0.61 -0.88 -3.04
H -1.14 -2.36 1.40
H 0.82 -0.42 0.17
H 0.09 0.11 1.72
H -2.08 -0.56 -0.03
H -0.91 0.08 -1.07
H 0.74 2.26 -0.16
H 0.78 0.97 -1.52
H 1.03 2.69 -1.73
H 0.19 2.98 2.33
H -0.86 1.72 0.96
O 0.15 2.12 1.89
*
```



<B>
Here is a cluster of 3 separate species, C4H13NO3 in total from the Open Molecules 2025 dataset. Energies are from wB97M-V/def2-TZVPD.

Properties
Lowest unoccupied orbital energy, eV: 0.60
HOMO, hartree: -0.32837
Frontier orbital gap, Ha: 0.3503
SMILES string: CCNCC=O.O.O

```
! wB97M-V def2-TZVPD RIJCOSX def2/J DEFGRID3
* xyz 0 1
C 2.38 0.33 0.40
C 1.18 1.05 1.09
N 0.27 1.31 -0.11
C -1.09 1.14 0.25
C -1.96 1.84 -0.79
O -2.07 1.32 -1.89
H 1.99 -0.72 -0.02
H 3.11 0.07 1.14
H 2.82 0.98 -0.41
H 1.61 2.05 1.50
H 0.59 0.51 1.76
H 0.50 0.78 -0.95
H -1.60 0.14 0.30
H -1.34 1.52 1.29
H -2.32 2.71 -0.46
O 0.56 -3.44 0.78
H 0.49 -3.81 -0.09
H 1.55 -3.56 0.91
O -2.45 -1.73 -1.52
H -1.64 -1.65 -2.04
H -2.59 -0.86 -1.15
*
```



<C>
Here is a cluster of 3 separate species, C4H13NO3 in total from the Open Molecules 2025 dataset. Energies are from wB97M-V/def2-TZVPD.

Properties
Lowest unoccupied orbital energy, eV: 0.61
HOMO, hartree: -0.36861
Frontier orbital gap, Ha: 0.3911
SMILES string: C[C@@H](N)CC=O.O.O

```
! wB97M-V def2-TZVPD RIJCOSX def2/J DEFGRID3
* xyz 0 1
C 1.64 -1.11 0.73
C 0.48 -0.43 0.00
N 0.91 0.07 -1.31
C -0.70 -1.40 -0.23
C -1.35 -1.93 1.01
O -0.82 -2.62 1.84
H 1.31 -1.71 1.57
H 2.31 -0.38 1.17
H 2.20 -1.70 0.01
H 0.09 0.41 0.58
H 1.83 0.47 -1.18
H 0.88 -0.67 -2.01
H -0.38 -2.21 -0.90
H -1.43 -0.91 -0.89
H -2.38 -1.58 1.22
O -0.46 3.37 1.61
H -0.05 3.69 0.80
H -0.18 2.45 1.66
O -1.26 2.41 -1.66
H -0.59 1.79 -2.00
H -2.05 1.98 -2.03
*
```



<D>
Here is a cluster of 2 separate species, C4H13NO3 in total from the Open Molecules 2025 dataset. Energies are from wB97M-V/def2-TZVPD.

Properties
Lowest unoccupied orbital energy, eV: 0.62
HOMO, hartree: -0.33782
Frontier orbital gap, Ha: 0.3607
SMILES string: C[C@H](O)[C@@H](N)CO.O

```
! wB97M-V def2-TZVPD RIJCOSX def2/J DEFGRID3
* xyz 0 1
C -0.70 1.23 -2.10
C 0.25 1.07 -0.91
O 1.50 0.61 -1.46
C -0.10 -0.10 0.10
N 0.30 -1.40 -0.55
C 0.59 0.33 1.50
O 0.72 -0.68 2.50
H -0.46 2.06 -2.76
H -1.80 1.20 -1.90
H -0.64 0.40 -2.85
H 0.35 2.08 -0.41
H 2.03 1.45 -1.63
H -1.23 -0.19 0.26
H 1.30 -1.45 -0.65
H -0.17 -1.62 -1.43
H 1.61 0.72 1.40
H -0.07 1.09 2.02
H 1.03 -1.54 2.14
O -1.86 -1.59 2.13
H -1.12 -1.19 2.65
H -1.52 -2.49 1.95
*
```



Q: Which of them is the least stable? A: <A>.



<A>
Here is a cluster of 3 separate species, C4H13NO3 in total from the Open Molecules 2025 dataset. Energies are from wB97M-V/def2-TZVPD.

Properties
Lowest unoccupied orbital energy, eV: 0.59
HOMO, hartree: -0.34010
Frontier orbital gap, Ha: 0.3618
SMILES string: CCN(C)C=O.O.O

```
! wB97M-V def2-TZVPD RIJCOSX def2/J DEFGRID3
* xyz 0 1
C -1.58 0.28 0.63
C -0.52 0.80 1.62
N 0.83 0.77 1.17
C 1.26 1.80 0.26
C 1.52 -0.40 1.26
O 2.61 -0.56 0.74
H -2.16 -0.58 0.95
H -1.17 0.03 -0.35
H -2.32 1.05 0.36
H -0.71 0.33 2.59
H -0.83 1.80 1.87
H 1.67 2.65 0.80
H 0.43 2.10 -0.37
H 2.08 1.41 -0.34
H 1.07 -1.18 1.87
O -1.18 -0.14 -3.18
H -1.89 -0.24 -2.54
H -0.83 -1.00 -3.39
O 0.45 -2.65 -1.46
H -0.08 -3.40 -1.21
H 1.36 -2.89 -1.29
*
```



<B>
Here is a cluster of 4 separate species, C4H13NO3 in total from the Open Molecules 2025 dataset. Energies are from wB97M-V/def2-TZVPD.

Properties
Lowest unoccupied orbital energy, eV: -4.93
HOMO, hartree: -0.31684
Frontier orbital gap, Ha: 0.1358

```
! wB97M-V def2-TZVPD RIJCOSX def2/J DEFGRID3
* xyz 0 1
C -0.93 0.86 -0.81
C -0.77 -0.50 -0.42
C 0.16 -1.31 -1.30
O 1.03 -2.04 1.51
N 1.20 0.38 0.81
C -0.27 0.46 0.78
O -2.56 1.63 1.18
H -1.94 1.26 -0.73
H -0.24 1.41 -1.44
H -1.53 -1.18 -0.04
H 0.76 -1.96 -0.67
H -0.28 -1.87 -2.12
H 0.89 -0.51 -1.72
H 1.61 -2.22 2.27
H 1.35 -0.59 1.19
H -0.55 1.51 1.07
H -0.60 -0.16 1.62
H -2.99 2.28 1.75
H 2.34 0.30 -2.62
H 1.60 0.47 -0.14
O 1.80 0.64 -1.89
*
```



Q: Which of them is the least stable? A: <B>.



<A>
Here is a structure of composition C3H6OS from the Open Molecules 2025 dataset. Energies are from wB97M-V/def2-TZVPD.

Properties
Lowest unoccupied orbital energy, eV: 0.53
HOMO, hartree: -0.34891
Frontier orbital gap, Ha: 0.3684

```
! wB97M-V def2-TZVPD RIJCOSX def2/J DEFGRID3
* xyz 0 1
C 1.51 -0.87 -0.37
C 0.04 -0.28 0.11
C -1.73 1.33 0.14
H 1.12 -1.97 -0.50
H 2.18 -0.61 0.53
H 2.09 -0.50 -1.21
H 0.01 -0.60 1.41
H -0.73 -0.63 -0.62
H -1.93 0.34 -0.01
O -2.51 2.32 0.32
S -0.06 1.46 0.21
*
```



<B>
Here is an isolated molecule of C3H6OS from the Open Molecules 2025 dataset. Energies are from wB97M-V/def2-TZVPD.

Properties
Lowest unoccupied orbital energy, eV: 0.62
HOMO, hartree: -0.34396
Frontier orbital gap, Ha: 0.3668
SMILES string: O=CCCS

```
! wB97M-V def2-TZVPD RIJCOSX def2/J DEFGRID3
* xyz 0 1
O 1.93 -1.49 -0.32
C 1.43 -0.49 0.11
C 0.47 0.62 -0.41
C -1.03 0.47 0.05
S -1.89 -1.09 -0.22
H 1.76 -0.23 1.21
H 0.24 0.57 -1.49
H 0.85 1.66 -0.36
H -1.58 1.28 -0.31
H -1.10 0.61 1.12
H -1.08 -1.91 0.61
*
```



Q: Which of them is the least stable? A: <A>.



<A>
Here is an isolated molecule of CH2N2O3 from the Open Molecules 2025 dataset. Energies are from wB97M-V/def2-TZVPD.

Properties
Lowest unoccupied orbital energy (spin up / spin down), eV: -0.21 / -0.21
HOMO (spin up / spin down), hartree: -0.31583 / -0.31578
Frontier orbital gap (spin up / spin down), Ha: 0.3081 / 0.3080

```
! wB97M-V def2-TZVPD RIJCOSX def2/J DEFGRID3
* xyz 0 1
C -0.71 -0.13 0.93
N -0.47 0.62 -0.06
N 0.65 0.47 -0.88
O -1.26 -0.46 1.90
O 1.02 -1.43 0.34
O 1.58 -0.33 -0.26
H -1.16 1.29 -0.29
H 0.36 -0.02 -1.68
*
```



<B>
Here is a cluster of 2 separate species, CH2N2O3 in total from the Open Molecules 2025 dataset. Energies are from wB97M-V/def2-TZVPD.

Properties
Lowest unoccupied orbital energy (spin up / spin down), eV: -1.66 / -0.23
HOMO (spin up / spin down), hartree: -0.36151 / -0.38821
Frontier orbital gap (spin up / spin down), Ha: 0.3003 / 0.3797

```
! wB97M-V def2-TZVPD RIJCOSX def2/J DEFGRID3
* xyz 0 1
C 0.79 1.27 -0.27
N -0.15 0.29 -0.48
N 0.77 0.32 -3.11
O 1.66 1.07 -3.08
O 0.04 -0.12 -3.96
O -0.53 1.60 -0.33
H 1.13 1.33 0.71
H 1.42 1.45 -1.15
*
```



Q: Which of them is the least stable? A: <B>.